A | Molecular formula: C3H10NO
Method: DFT, ωB97M-V/def2-TZVPD

Its charge is +1. Its LUMO energy is -5.06 eV. Its HOMO-LUMO gap is 0.396 hartree.

CARTESIAN COORDINATES (ANGSTROEM)
C 1.81403 0.32154 0.61102
C 0.18735 -0.18368 0.68763
C -0.15864 -1.74518 -1.09963
N -0.34627 -0.53725 -0.66133
H 2.50444 -0.19813 0.04354
H 1.67982 1.28276 0.27243
H 2.13757 0.35876 1.72484
H -0.03248 -1.04059 1.44461
H -0.28315 0.80060 1.06227
H -0.57722 -2.26234 -2.09677
H 0.37021 -2.63562 -0.54033
H -0.85243 0.10269 -1.18729
H -2.90850 1.82524 0.04250
H -1.51647 2.35154 -0.14144
O -2.01825 1.55965 -0.16203


B | Molecular formula: C3H10NO
Method: DFT, ωB97M-V/def2-TZVPD

Its charge is +1. Its LUMO energy is -4.72 eV. Its HOMO-LUMO gap is 0.381 hartree.

CARTESIAN COORDINATES (ANGSTROEM)
C -1.80487 1.48831 1.20529
O -0.51710 1.49879 0.53772
H -2.64382 1.58095 0.51373
H -1.81734 2.34964 1.87000
H -1.89310 0.53050 1.70862
H -0.35263 2.40322 0.22681
C 0.52344 -1.30368 -1.65060
C 1.78174 -1.03945 0.36465
N 0.79556 -0.67367 -0.35901
H -0.25232 -2.05879 -1.52201
H 0.20760 -0.53613 -2.35042
H 1.41640 -1.83391 -1.97290
H 2.42705 -1.83415 0.00568
H 1.83805 -0.74876 1.40744
H 0.29136 0.17711 0.01501


Stability check: which of them is least stable? A.


A | Molecular formula: H2N2O3
Method: DFT, ωB97M-V/def2-TZVPD

Its charge is 0. Its LUMO energy (alpha / beta) is -0.05 / -1.44 eV. Its HOMO-LUMO gap (alpha / beta) is 0.375 / 0.301 hartree.

CARTESIAN COORDINATES (ANGSTROEM)
N 0.23442 1.04444 -0.42591
N -0.96468 -0.92733 0.75097
O -1.67846 -1.46585 -0.04043
O -0.94707 -0.89110 1.94810
O 1.47416 0.58636 -0.75345
H -0.31648 0.86164 -1.23854
H 2.19811 0.79185 -0.24073


B | Molecular formula: H2N2O3
Method: DFT, ωB97M-V/def2-TZVPD

Its charge is 0. Its LUMO energy is 0.23 eV. Its HOMO-LUMO gap is 0.376 hartree.

CARTESIAN COORDINATES (ANGSTROEM)
O 1.72059 1.47126 -0.07738
N 1.48413 0.29847 0.07929
N 1.67245 -0.81994 -0.02418
O 1.59873 -1.97024 0.13321
O -1.85807 -0.00901 0.02312
H -1.78416 1.04827 0.08475
H -2.83369 -0.01881 -0.21881


C | Molecular formula: H2N2O3
Method: DFT, ωB97M-V/def2-TZVPD

Its charge is 0. Its LUMO energy is 0.01 eV. Its HOMO-LUMO gap is 0.378 hartree.

CARTESIAN COORDINATES (ANGSTROEM)
O -2.57133 -1.18840 0.42316
N -1.56563 -0.89148 -0.15669
N -1.04368 0.28441 0.23607
O -0.02540 0.72191 -0.51271
O 1.23071 -0.06742 -0.38488
H -1.06897 0.92570 1.00199
H 1.37486 -0.56848 -1.14492


Stability check: which of them is least stable? C.


A | Molecular formula: C4H10S
Method: DFT, ωB97M-V/def2-TZVPD

Its charge is 0. Its LUMO energy is 0.95 eV. Its HOMO-LUMO gap is 0.370 hartree.

CARTESIAN COORDINATES (ANGSTROEM)
C -1.52983 -1.53267 2.68349
C -0.31574 -1.98995 3.02064
H -1.67152 -0.46568 2.76971
H -2.25690 -2.25910 2.25575
H 0.26274 -1.33986 3.67901
H 0.07428 -2.97758 2.87065
C 0.49989 -0.93269 -1.78600
C 0.86962 0.29912 -0.92182
S 0.09058 1.97983 -1.33076
H -0.58015 -1.10891 -1.67291
H 0.63050 -0.85373 -2.85601
H 1.01086 -1.80979 -1.40782
H 1.95362 0.44151 -1.00076
H 0.73154 0.05052 0.12016
H 1.22341 2.62805 -1.68481


B | Molecular formula: C4H10S
Method: DFT, ωB97M-V/def2-TZVPD

Its charge is 0. Its LUMO energy is -1.28 eV. Its HOMO-LUMO gap is 0.181 hartree.

CARTESIAN COORDINATES (ANGSTROEM)
C 0.29733 -0.50446 -1.69417
C 1.57110 -0.26144 -0.79273
C 1.05001 1.08317 -1.03279
S -1.05775 -0.44242 0.94761
C -1.69676 0.02012 2.63848
H -0.10845 -1.40531 -1.24312
H -0.62450 0.05114 -1.99420
H 0.70909 -0.69122 -2.67873
H 2.44305 -0.60841 -1.25301
H 1.49013 -0.73402 0.20780
H 0.28193 1.56436 -0.42868
H 1.09222 1.55778 -2.01020
H -2.01669 1.09287 2.84948
H -2.50816 -0.70652 3.00531
H -0.92254 -0.01565 3.47896


Stability check: which of them is least stable? B.


A | Molecular formula: C2H8S2
Method: DFT, ωB97M-V/def2-TZVPD

Its charge is 0. Its LUMO energy is 0.88 eV. Its HOMO-LUMO gap is 0.365 hartree.

CARTESIAN COORDINATES (ANGSTROEM)
C 3.78888 -1.91665 0.38596
S 2.11204 -2.44062 0.86840
H 3.90210 -0.84888 0.54655
H 4.52686 -2.55322 0.85751
H 3.88202 -2.03526 -0.69023
H 2.27437 -2.04972 2.13637
C -2.72841 2.37819 0.36094
S -2.79845 2.13222 -1.41179
H -1.96500 1.93227 0.99344
H -2.77668 3.42648 0.65108
H -3.69975 1.98480 0.65775
H -1.78064 2.91601 -1.79635


B | Molecular formula: C2H8S2
Method: DFT, ωB97M-V/def2-TZVPD

Its charge is 0. Its LUMO energy is 0.76 eV. Its HOMO-LUMO gap is 0.360 hartree.

CARTESIAN COORDINATES (ANGSTROEM)
C 0.26066 0.78101 0.49144
C -0.28291 -0.29849 1.41717
S 0.38507 -0.05586 3.13216
H 1.29559 1.06544 0.67138
H 0.08011 0.59341 -0.56574
H -0.25725 1.72159 0.72359
H 0.14747 -1.26511 1.17834
H -1.36455 -0.26875 1.41088
H 0.93480 -1.26096 3.23679
S -0.86163 0.11375 -3.74496
H 0.49357 0.06081 -3.79879
H -0.83093 -1.18684 -4.15226


Stability check: which of them is least stable? A.


A | Molecular formula: C6H7BrO
Method: DFT, ωB97M-V/def2-TZVPD

Its charge is 0. Its LUMO energy is 0.44 eV. Its HOMO-LUMO gap is 0.375 hartree.

CARTESIAN COORDINATES (ANGSTROEM)
C 1.61970 -1.80101 -2.08418
C 0.82655 -1.14790 -1.31505
C 1.47993 1.57057 1.35006
C -0.80738 1.00078 0.16683
C -0.66256 -0.03508 1.27142
C 0.00641 1.28986 1.42017
O 2.11076 2.31128 2.01129
Br 2.28063 0.74091 -0.22776
H 2.66471 -2.06291 -2.38692
H 0.87528 -2.36501 -2.61584
H -0.29958 0.55812 -0.68241
H -1.77459 1.46537 0.01321
H -1.54430 0.02804 1.94231
H -0.18448 -0.94967 1.05846
H -0.45083 2.02017 2.05667


B | Molecular formula: C6H7BrO
Method: DFT, ωB97M-V/def2-TZVPD

Its charge is 0. Its LUMO energy (alpha / beta) is 0.16 / 0.16 eV. Its HOMO-LUMO gap (alpha / beta) is 0.289 / 0.289 hartree.

CARTESIAN COORDINATES (ANGSTROEM)
C -0.72407 -0.65817 2.00314
C -0.02051 0.38602 1.34209
C -1.56430 -1.13444 1.03425
C -0.42550 0.45111 0.07126
C -0.17321 1.13405 -1.15709
C 1.69902 -0.18706 -1.70483
O -1.37734 -0.53650 -0.14317
Br 2.77948 0.06767 -0.24286
H -0.75879 -0.68175 3.14408
H 0.65110 0.95978 2.00476
H -2.27772 -1.89906 1.19130
H 0.01100 2.19586 -1.07706
H -0.91161 0.95130 -1.97069
H 0.99819 -1.01570 -1.79387
H 2.09426 -0.03313 -2.70131


Stability check: which of them is least stable? A.


A | Molecular formula: C3H7IS
Method: DFT, ωB97M-V/def2-TZVPD

Its charge is 0. Its LUMO energy is 0.21 eV. Its HOMO-LUMO gap is 0.340 hartree.

CARTESIAN COORDINATES (ANGSTROEM)
C 0.27352 1.14155 0.12078
C -0.42587 -0.09391 -0.22807
C 0.14451 -1.23165 0.69273
S -0.25172 -0.47628 -1.99957
I -2.54181 0.10299 0.32320
H -0.26694 1.95361 -0.28405
H 1.51908 1.29176 0.04131
H 0.20008 1.23848 1.26489
H 0.17115 -2.23772 0.24663
H -0.46668 -1.18454 1.52572
H 1.15735 -0.98893 0.80185
H 0.48734 0.48464 -2.50543


B | Molecular formula: C3H7IS
Method: DFT, ωB97M-V/def2-TZVPD

Its charge is 0. Its LUMO energy (alpha / beta) is 0.09 / 0.16 eV. Its HOMO-LUMO gap (alpha / beta) is 0.319 / 0.281 hartree.

CARTESIAN COORDINATES (ANGSTROEM)
C -0.29051 -0.61786 -1.39070
C 0.23828 0.84296 1.68889
C -1.17365 -0.67669 -0.18137
S -1.18568 -2.08831 0.85625
I -3.11564 0.31459 -0.23771
H -0.87753 -0.80612 -2.21212
H 0.50268 -1.42606 -1.25604
H 0.04094 0.33124 -1.48745
H 1.07856 1.08106 1.10298
H 0.36147 0.15389 2.52411
H -0.43775 1.59905 1.99634
H 0.08907 -2.25084 0.81348


Stability check: which of them is least stable? B.